No. 1
Density functional theory data (ωB97M-V with the def2-TZVPD basis set) for a single C3H8S2 molecule in a non-equilibrium geometry.

```
! wB97M-V def2-TZVPD RIJCOSX def2/J DEFGRID3
* xyz 0 1
S 2.9189 -0.1161 -0.1354
C 1.1985 0.4498 -0.0241
C -0.0519 -0.4656 -0.1637
C -1.2107 0.5062 -0.1176
S -2.9317 -0.1640 -0.1768
H 2.9313 -1.3991 -0.1667
H 1.0754 1.3336 -0.6231
H 1.0156 0.7387 1.0274
H 0.0704 -0.9974 -1.0881
H -0.0638 -1.1942 0.6368
H -1.0678 1.2270 -0.9266
H -1.2311 1.0387 0.8873
H -2.6532 -0.9576 0.8706
*
```

Summary:
- gap between HOMO and LUMO (eV) = 10.0
- HOMO energy (Eh) = -0.33368
- SMILES string = SCCCS
- largest force on an atom (eV Å⁻¹) = 2.717

No. 2
Density functional theory data (ωB97M-V with the def2-TZVPD basis set) for 2 unconnected molecules or ions with the total composition C3H8S2 in a non-equilibrium geometry.

```
! wB97M-V def2-TZVPD RIJCOSX def2/J DEFGRID3
* xyz 1 2
C 2.6653 0.2855 -1.4101
C 2.4321 0.3588 -0.0679
H 3.0716 -0.6433 -1.8613
H 2.5712 1.0891 -2.1857
H 2.1346 -0.6135 0.3968
H 2.2338 1.2541 0.4049
C -0.9490 -1.6839 -0.6860
S -1.1759 0.1026 -0.5293
S -0.8693 0.5612 1.5913
H -0.1259 -2.1005 -1.4320
H -0.5577 -2.1239 0.2279
H -1.9535 -2.0334 -0.9314
H 0.4590 0.7874 1.3729
*
```

Summary:
- gap between HOMO and LUMO (spin up / spin down) (eV) = 8.3 / 4.9
- HOMO energy (spin up / spin down) (Eh) = -0.51420 / -0.50549
- expectation value of S² = 0.7543
- largest force on an atom (eV Å⁻¹) = 4.170

No. 3
Density functional theory data (ωB97M-V with the def2-TZVPD basis set) for a single C3H8Si molecule in a non-equilibrium geometry.

```
! wB97M-V def2-TZVPD RIJCOSX def2/J DEFGRID3
* xyz 0 3
C 0.1784 -1.2343 -0.5395
C 0.2149 0.3758 -0.4943
C -1.0137 1.1964 -0.1934
Si 1.1306 -0.6122 0.9716
H -0.8106 -1.5482 -0.1187
H 0.3988 -1.7980 -1.4524
H 0.8342 0.9893 -1.1984
H -1.5890 0.8356 0.6468
H -1.8667 1.3419 -0.8901
H -0.5323 2.1223 -0.0096
H 0.4385 -0.7342 2.2656
H 2.6169 -0.9343 1.0122
*
```

Summary:
- gap between HOMO and LUMO (spin up / spin down) (eV) = 5.4 / 7.9
- HOMO energy (spin up / spin down) (Eh) = -0.16075 / -0.38111
- expectation value of S² = 2.0052
- largest force on an atom (eV Å⁻¹) = 6.132

No. 4
Density functional theory data (ωB97M-V with the def2-TZVPD basis set) for a gas-phase ion, C3H9BF (charge -1).

```
! wB97M-V def2-TZVPD RIJCOSX def2/J DEFGRID3
* xyz -1 1
C 1.6352 -0.4568 0.2112
C 0.7248 0.5762 -0.4516
C -0.6245 0.7175 0.2617
B -1.7118 -0.4600 -0.0655
F -1.1853 -1.7848 0.2976
H 1.0829 -1.3832 0.3721
H 1.9911 -0.0984 1.1825
H 2.5182 -0.6808 -0.3982
H 0.5486 0.2791 -1.4925
H 1.2636 1.5350 -0.4999
H -1.0885 1.6686 -0.0385
H -0.4398 0.8077 1.3453
H -2.7634 -0.2647 0.5645
H -1.9511 -0.4554 -1.2886
*
```

Summary:
- gap between HOMO and LUMO (eV) = 8.5
- HOMO energy (Eh) = -0.15396
- largest force on an atom (eV Å⁻¹) = 0.111

No. 5
Density functional theory data (ωB97M-V with the def2-TZVPD basis set) for a single C3H9BN2O molecule in a non-equilibrium geometry.

```
! wB97M-V def2-TZVPD RIJCOSX def2/J DEFGRID3
* xyz 0 1
C -1.5980 0.1025 1.3763
B -0.3774 -0.3064 0.4986
C 0.6214 -1.5935 0.9316
C -0.3267 0.4324 -1.1603
O -1.2250 0.4724 -1.9788
N 0.8648 1.0931 -1.5291
N 0.7953 1.7009 -2.8474
H -2.2819 0.8337 0.9853
H -1.3796 0.5766 2.4409
H -2.1928 -0.8124 1.4366
H 1.5599 -1.1115 1.0706
H 0.5497 -2.1757 0.1048
H 0.1952 -1.9346 1.7843
H 1.3442 1.5819 -0.8104
H 1.1299 0.9408 -3.3787
H -0.0514 2.1190 -3.1487
*
```

Summary:
- gap between HOMO and LUMO (eV) = 9.5
- HOMO energy (Eh) = -0.33965
- SMILES string = CB(C)C(=O)NN
- largest force on an atom (eV Å⁻¹) = 5.862

No. 6
Density functional theory data (ωB97M-V with the def2-TZVPD basis set) for a molecular structure, C3H9BNO2 in a non-equilibrium geometry.

```
! wB97M-V def2-TZVPD RIJCOSX def2/J DEFGRID3
* xyz 1 1
B -0.4628 -0.4703 0.8265
C 1.4355 1.0076 -0.2228
C -0.1527 -0.3117 -1.5565
C -1.3098 -1.1922 2.0413
N 0.5363 1.0997 -1.3079
O 0.3151 0.5262 1.1285
O -0.7571 -0.8375 -0.4914
H 2.0251 0.0419 -0.0570
H 1.7845 1.9950 0.1397
H -0.8044 -0.2132 -2.4873
H 0.8008 -0.9457 -1.7799
H -2.4333 -1.0381 2.0354
H -0.9405 -0.6752 2.8936
H -1.0497 -2.2648 2.0403
H -0.0567 1.9149 -1.0532
H 1.0699 1.3635 -2.1491
*
```

Summary:
- gap between HOMO and LUMO (eV) = 10.5
- HOMO energy (Eh) = -0.54559
- largest force on an atom (eV Å⁻¹) = 6.276

No. 7
Density functional theory data (ωB97M-V with the def2-TZVPD basis set) for a single C3H9BNO4P molecule in a non-equilibrium geometry.

```
! wB97M-V def2-TZVPD RIJCOSX def2/J DEFGRID3
* xyz 0 1
C -1.2702 1.9154 0.3683
P 0.5179 1.5474 -0.2094
O 0.5506 2.0194 -1.8692
C 0.8288 -0.3187 -0.0980
O -0.0941 -1.0219 -0.9951
C 0.5007 -1.3618 -2.2248
O 1.3949 -0.7362 -2.8053
B 0.5615 -0.8420 1.4174
N -0.7022 -1.4796 1.9004
O 1.6522 -0.6767 2.3594
H -1.5287 2.9195 -0.1302
H -2.0165 1.1466 -0.0351
H -1.3406 2.0441 1.4996
H -0.3927 2.1012 -2.1244
H 1.9238 -0.5008 -0.3390
H 0.1187 -2.3119 -2.7450
H -1.0121 -2.1852 1.2195
H -1.4226 -0.7421 1.9449
H 1.7308 -1.5168 2.8661
*
```

Summary:
- gap between HOMO and LUMO (eV) = 8.7
- HOMO energy (Eh) = -0.30725
- SMILES string = CP(O)[C@H](OC=O)B(N)O
- largest force on an atom (eV Å⁻¹) = 3.644

No. 8
Density functional theory data (ωB97M-V with the def2-TZVPD basis set) for a molecular structure, C3H9BrOSi in a non-equilibrium geometry.

```
! wB97M-V def2-TZVPD RIJCOSX def2/J DEFGRID3
* xyz 0 1
C 0.7237 -1.8174 0.4188
C 0.4204 1.7574 1.3767
C -0.3890 0.1627 -1.8385
O -0.4904 -1.2098 0.7379
Si -0.8442 0.1578 -0.0634
Br -3.0693 0.2767 0.1057
H 0.9934 -1.5235 -0.6376
H 0.4874 -2.8727 0.4803
H 1.4680 -1.5605 1.1164
H 1.5016 2.0431 1.0760
H 0.0108 2.7961 1.2892
H 0.3163 1.2138 2.3157
H 0.6140 0.4151 -1.9600
H -0.6561 -0.7950 -2.1808
H -1.0865 0.9561 -2.2362
*
```

Summary:
- gap between HOMO and LUMO (eV) = 9.6
- HOMO energy (Eh) = -0.33092
- largest force on an atom (eV Å⁻¹) = 3.749

No. 9
Density functional theory data (ωB97M-V with the def2-TZVPD basis set) for a molecular structure, C3H9Cl2N2 in a non-equilibrium geometry.

```
! wB97M-V def2-TZVPD RIJCOSX def2/J DEFGRID3
* xyz 1 1
C -0.5554 0.0598 -0.8180
C -0.2251 0.3478 0.7017
C 1.7536 0.4537 0.5900
N -0.7522 1.4603 1.3311
N 0.1229 -1.1992 -1.1853
Cl 2.3276 1.2356 -0.8586
Cl 2.6592 -1.1085 0.7227
H -1.6385 0.0514 -0.9299
H -0.1152 0.7899 -1.3892
H -0.2874 -0.5328 1.3649
H 1.9124 0.9723 1.4981
H -0.4179 1.7045 2.2666
H -1.3609 2.1661 0.8097
H 1.1096 -1.1336 -0.9888
H 0.1336 -1.5181 -2.1888
H -0.3483 -2.0402 -0.7301
*
```

Summary:
- gap between HOMO and LUMO (eV) = 9.2
- HOMO energy (Eh) = -0.47049
- largest force on an atom (eV Å⁻¹) = 3.487

No. 10
Density functional theory data (ωB97M-V with the def2-TZVPD basis set) for a molecular structure, C3H9ClMnO4P in a non-equilibrium geometry.

```
! wB97M-V def2-TZVPD RIJCOSX def2/J DEFGRID3
* xyz 1 6
Mn -1.5726 0.1463 -4.2798
Cl -1.4461 -0.2717 -2.5482
C -0.4925 -1.8980 -0.8043
O 0.4478 -1.6750 0.2472
P 0.7674 -0.1426 0.7320
O 1.7810 -0.0300 1.8269
O 1.1373 0.6347 -0.6826
C 1.8403 1.8794 -0.8127
O -0.6892 0.4223 1.1518
C -1.2159 0.1089 2.4651
H -0.8152 -0.9858 -1.3063
H -1.3041 -2.4028 -0.2804
H -0.2581 -2.6689 -1.5383
H 2.5151 1.9893 0.0362
H 1.1984 2.7422 -0.9909
H 2.4005 1.9624 -1.7440
H -0.5761 -0.4803 3.1220
H -2.2169 -0.3048 2.3431
H -1.5013 0.9744 3.0631
*
```

Summary:
- gap between HOMO and LUMO (spin up / spin down) (eV) = 6.4 / 5.9
- HOMO energy (spin up / spin down) (Eh) = -0.48118 / -0.48119
- expectation value of S² = 8.7655
- largest force on an atom (eV Å⁻¹) = 11.526

No. 11
Density functional theory data (ωB97M-V with the def2-TZVPD basis set) for 2 unconnected molecules or ions with the total composition C3H9ClO4P in a non-equilibrium geometry.

```
! wB97M-V def2-TZVPD RIJCOSX def2/J DEFGRID3
* xyz -1 1
O 0.6491 -0.2747 2.1402
O -0.6043 1.0408 0.3893
O -0.7739 -1.4962 0.3171
O 1.2759 -0.4848 -0.3904
C -1.1417 1.2098 -0.9263
C -1.8309 -1.8377 1.2255
C 2.4779 0.2884 -0.2616
P 0.1828 -0.3023 0.7496
H -1.8866 0.4325 -1.1662
H -1.6382 2.1943 -0.9572
H -0.3519 1.1897 -1.6959
H -2.5757 -1.0286 1.3108
H -2.3320 -2.7368 0.8292
H -1.4428 -2.0662 2.2324
H 3.1627 -0.0255 -1.0672
H 2.2835 1.3691 -0.3663
H 2.9719 0.1123 0.7087
Cl 1.5740 2.4157 -3.0716
*
```

Summary:
- gap between HOMO and LUMO (eV) = 7.1
- HOMO energy (Eh) = -0.14769
- largest force on an atom (eV Å⁻¹) = 1.304

No. 12
Density functional theory data (ωB97M-V with the def2-TZVPD basis set) for 2 unconnected molecules or ions with the total composition C3H9ClSSi in a non-equilibrium geometry.

```
! wB97M-V def2-TZVPD RIJCOSX def2/J DEFGRID3
* xyz 0 1
C 1.4117 0.9961 -1.2028
C 0.2748 0.5223 1.8749
C -1.5190 -1.2321 -1.0086
Si 0.9337 -0.1547 0.2665
S -2.7042 -1.7682 0.1088
Cl 2.3351 -1.5844 0.3086
H 2.3595 0.6803 -1.7479
H 0.5753 1.1054 -1.8829
H 1.5792 2.0333 -0.8719
H -0.6612 0.0929 2.2872
H 1.0940 0.5862 2.6358
H 0.0841 1.6925 1.7837
H -1.9542 -0.4946 -1.7267
H -0.9073 -2.0029 -1.4725
H -2.9017 -0.4722 0.6478
*
```

Summary:
- gap between HOMO and LUMO (spin up / spin down) (eV) = 7.2 / 7.2
- HOMO energy (spin up / spin down) (Eh) = -0.25451 / -0.25448
- largest force on an atom (eV Å⁻¹) = 4.065

No. 13
Density functional theory data (ωB97M-V with the def2-TZVPD basis set) for 4 unconnected molecules or ions with the total composition C3H9FN3O2 in a non-equilibrium geometry.

```
! wB97M-V def2-TZVPD RIJCOSX def2/J DEFGRID3
* xyz -1 1
C -0.5606 0.3414 0.1117
H 0.8214 0.0424 1.6896
F -1.0539 0.1403 -1.9406
C 0.8079 -0.3042 0.1332
C -1.7279 -0.5580 0.4685
H -1.7404 -1.4520 -0.1661
H -1.5763 -0.9672 1.4783
H -2.6658 0.0167 0.4321
N -0.6166 1.7416 -0.0843
H 0.1939 2.0167 -0.6623
H -1.5441 2.0200 -0.3826
N 1.8787 0.4918 -0.4088
O 2.1148 1.6334 0.0346
O 2.6436 -0.0474 -1.2233
N 0.8311 -1.6866 -0.0979
H 1.7902 -2.0140 -0.0414
H 0.5201 -1.9539 -1.0526
H -0.1162 0.5391 1.7118
*
```

Summary:
- gap between HOMO and LUMO (spin up / spin down) (eV) = 6.6 / 6.6
- HOMO energy (spin up / spin down) (Eh) = -0.09805 / -0.09801
- largest force on an atom (eV Å⁻¹) = 4.241

No. 14
Density functional theory data (ωB97M-V with the def2-TZVPD basis set) for a molecular structure, C3H9HfNO2 in a non-equilibrium geometry.

```
! wB97M-V def2-TZVPD RIJCOSX def2/J DEFGRID3
* xyz 2 1
Hf -0.6078 0.1003 -0.9085
C 0.4980 -0.1630 -2.7730
H 1.5892 -0.1738 -2.6589
H 0.1382 -1.0943 -3.2428
H 0.2579 0.6800 -3.4426
H -1.9259 0.4296 0.2870
H -2.3703 0.3818 -0.5451
N 0.4551 1.0425 0.7651
C 0.2286 0.1080 1.9045
C 0.0067 -1.3397 1.4533
O 0.0968 -2.2413 2.2375
O -0.3403 -1.5086 0.1236
H 1.4659 1.2420 0.6894
H 0.0719 1.9438 1.0626
H 1.0939 0.1675 2.5779
H -0.6579 0.4252 2.4701
*
```

Summary:
- gap between HOMO and LUMO (eV) = 7.0
- HOMO energy (Eh) = -0.70400
- largest force on an atom (eV Å⁻¹) = 6.999

No. 15
Density functional theory data (ωB97M-V with the def2-TZVPD basis set) for a gas-phase ion, C3H9INO3 (charge +1) in a non-equilibrium geometry.

```
! wB97M-V def2-TZVPD RIJCOSX def2/J DEFGRID3
* xyz 1 3
C -0.1828 -0.9678 -1.6167
C -0.5314 2.1456 -0.1763
C 1.4503 -0.9578 1.2184
N -0.3622 -0.2607 -0.1535
O -1.1089 0.8619 -0.4557
O 0.7853 0.0396 0.4069
O -1.1090 -1.1358 0.5937
I -2.3565 -0.2996 1.9973
H 0.9709 -1.2425 -1.6956
H -0.7952 -1.8521 -1.6839
H -0.4718 -0.2416 -2.4032
H -0.5619 2.3327 0.9127
H -1.2477 2.7227 -0.6745
H 0.5911 2.2510 -0.3428
H 2.5466 -0.8285 0.9322
H 0.9445 -1.8738 0.8645
H 1.4386 -0.6933 2.2766
*
```

Summary:
- gap between HOMO and LUMO (spin up / spin down) (eV) = 9.8 / 7.0
- HOMO energy (spin up / spin down) (Eh) = -0.45161 / -0.53027
- expectation value of S² = 2.0054
- largest force on an atom (eV Å⁻¹) = 4.860

No. 16
Density functional theory data (ωB97M-V with the def2-TZVPD basis set) for 2 unconnected molecules or ions with the total composition C3H9ISi in a non-equilibrium geometry.

```
! wB97M-V def2-TZVPD RIJCOSX def2/J DEFGRID3
* xyz 0 1
Si 1.7081 -0.6783 2.0904
I 1.8421 -1.4630 4.3562
H 1.2077 -1.9025 1.3236
H 0.6452 0.3457 1.8090
H 2.8210 0.2465 1.6282
C -2.1813 0.2639 -0.7161
C -0.8779 0.5273 -0.6592
C 0.0062 0.4751 -1.8758
H -2.6430 0.0585 -1.6365
H -2.7963 0.2422 0.1589
H -0.3020 0.5045 0.2790
H -0.2127 -0.4113 -2.5905
H -0.2622 1.2591 -2.4748
H 1.0451 0.5323 -1.6923
*
```

Summary:
- gap between HOMO and LUMO (eV) = 10.0
- HOMO energy (Eh) = -0.35092
- SMILES string = [SiH3]I.C=CC
- largest force on an atom (eV Å⁻¹) = 3.037

no.,calculated total energy (eV)
1,-24910.448
2,-24900.272
3,-11111.714
4,-6652.831
5,-8958.910
6,-9511.344
7,-22902.953
8,-83225.034
9,-31273.811
10,-64568.377
11,-33262.987
12,-34490.896
13,-14533.375
14,-10126.975
15,-18974.161
16,-19233.938